1.
# C5H8N2O2

An isolated molecule of C5H8N2O2 at a distorted geometry (ωB97M-V/def2-TZVPD, OMol25).

Positions of all 17 atoms, in Å:
H1 -2.944561 -0.306369 -1.925316
H2 -2.658107 -0.369849 0.296025
O1 1.208716 -0.446050 0.837076
H3 2.776229 0.454835 -0.540732
O2 0.363739 -0.028149 -1.000429
C1 0.929385 0.572304 0.011792
C2 -1.022987 0.091970 -0.848371
H4 2.483043 2.363931 0.475052
N1 -1.609149 0.009951 0.396426
C3 -1.804356 -0.262328 -2.052941
N2 0.391072 -0.828902 1.670814
C4 2.129714 1.251428 -0.168230
H5 -1.286871 -0.002594 -3.069451
H6 -1.467064 -1.065686 2.080180
C5 -0.774211 -0.731111 1.420752
H7 1.898332 1.626533 -1.252289
H8 0.400623 1.291873 0.594662

Atomic forces in eV per Å
1.94 0.08 -0.47
3.41 1.10 0.50
8.23 -0.32 -0.52
1.57 0.48 1.06
-4.29 0.86 -3.36
-0.68 1.78 4.48
-3.25 -3.72 -6.70
-1.05 -4.36 -1.71
0.00 -1.58 0.65
2.14 2.79 2.31
-0.14 -3.16 4.49
3.81 5.05 -4.85
-1.31 -0.80 2.06
-1.61 -1.23 2.35
-7.42 2.13 -1.99
0.68 0.51 1.61
-2.03 0.41 0.09

The gap between HOMO and LUMO is 8.749 eV. Its SMILES is C=C1NC=NO[C@@H](C)O1. Its energy above the lowest of the compared OMol25 structures with the same formula, charge and spin is 207.4 kcal per mole. As for the net charge: 0. As for the HOMO energy: -8.19 eV.

2.
# C3H8FNO

An isolated molecule of C3H8FNO at a distorted geometry (ωB97M-V/def2-TZVPD, OMol25).

Positions of all 14 atoms, in Å:
C1 -0.668412 -0.226108 -0.616571
H1 -0.530101 -0.183474 -1.666957
H2 -1.891215 0.190202 1.076491
H3 1.484047 0.666270 1.598517
O1 0.606484 0.680446 1.203895
H4 2.346211 -1.025002 0.684802
H5 -0.833776 -1.378941 -0.222400
N1 1.531019 -1.060644 0.114751
H6 -2.742829 0.382721 -0.507070
H7 2.016071 -1.481751 -0.816518
C2 -1.792435 0.631874 -0.002509
F1 1.454601 1.038925 -0.783649
C3 0.688808 0.072425 0.022577
H8 -1.668476 1.693054 -0.085358

Atomic forces in eV per Å
0.05 -2.26 2.84
-0.18 -0.04 -1.01
0.03 1.61 -1.77
-0.01 0.21 0.13
-0.76 0.28 1.70
0.29 0.82 0.94
0.15 2.85 -1.49
1.50 -3.29 -3.27
0.36 0.06 0.16
-2.33 1.70 2.42
-0.67 -2.55 0.96
-0.83 -0.17 -0.46
2.02 0.30 -1.52
0.36 0.48 0.36

The gap between HOMO and LUMO is 10.863 eV. Its SMILES is CC[C@](N)(O)F. Its energy above the lowest of the compared OMol25 structures with the same formula, charge and spin is 24.3 kcal per mole. As for the net charge: 0. As for the HOMO energy: -10.07 eV.

3.
# C29H20CaCl2F5N5O5S2Se2

A structure of composition C29H20CaCl2F5N5O5S2Se2 at a distorted geometry (ωB97M-V/def2-TZVPD, OMol25).

Positions of all 71 atoms, in Å:
Se1 -3.272637 -0.957861 1.182607
S1 -1.661537 -1.629761 -2.862793
H1 -0.398237 -0.756661 6.087207
N1 -1.326337 -3.176661 0.511907
Cl1 -1.618237 1.878539 -1.449893
H2 3.467163 -2.273361 -3.014693
O1 -2.172137 -1.180761 -1.582293
F1 1.257663 6.980439 1.943107
C1 -2.787437 1.622439 2.299407
C2 -2.043437 2.763739 2.535607
H3 -0.035237 -5.872861 -0.959493
H4 0.029463 0.847839 4.232407
C3 1.336863 0.846139 -3.139893
C4 -2.704437 0.474739 -3.835093
O2 -0.285537 -2.050761 -2.808693
C5 -0.726837 2.799339 2.093707
H5 3.341963 -0.980361 -5.144393
C6 2.104363 -1.849461 -0.798093
Ca1 -0.353837 -0.436861 -0.825893
H6 1.957363 1.103139 -5.181393
H7 -0.847837 -6.927861 1.151707
H8 0.741063 1.747939 -3.100393
C7 2.111763 4.364039 -0.525693
C8 -1.595237 -5.069661 1.927107
C9 1.367463 -2.273861 1.311007
C10 -0.532337 -5.289361 -0.200593
F2 2.566063 4.636539 1.812607
Se2 -2.682337 -2.479161 2.785807
F3 0.133063 6.645739 -2.652693
H9 0.779563 1.704239 0.991707
C11 -1.732537 -3.719461 1.632807
H10 -3.814537 1.516139 2.623407
C12 0.606263 -2.832661 3.626907
C13 0.729163 6.122139 -1.552993
H11 -1.972237 -5.471361 2.855407
H12 1.791863 -2.861761 -1.115793
O3 -1.569037 -0.278861 -3.813593
H13 0.031163 -3.194361 5.663307
H14 -3.255837 0.395239 -2.895793
Cl2 -3.794837 -0.080661 -5.106393
C14 2.097363 -0.978561 -2.006893
H15 3.153663 -1.945761 -0.463893
H16 -0.460837 -3.435361 -1.312893
C15 0.178163 -0.216161 4.092307
C16 -0.231937 1.715639 1.380907
C17 2.797663 -0.653661 -4.268193
C18 0.179763 -2.455561 4.884907
N2 1.367263 0.122139 -2.031493
F4 -0.021037 8.003239 -0.260593
C19 1.436963 4.942539 -1.634893
C20 2.860363 -1.381961 -3.101393
C21 1.974163 5.097639 0.682607
C22 -0.060437 -1.108861 5.124307
N3 0.602963 -0.566861 2.893907
C23 -0.742137 -3.932961 -0.397593
C24 -0.969837 -5.864861 0.982107
C25 0.800763 -1.853261 2.642307
O4 1.925763 -3.393661 1.281107
H17 0.807963 -3.863261 3.374007
C26 1.292063 6.291939 0.768607
H18 -2.481337 3.602839 3.059207
C27 2.022863 0.497439 -4.289893
S2 3.060263 2.978839 -0.651193
C28 -2.185837 0.586639 1.596307
F5 1.524763 4.340339 -2.840493
C29 0.649963 6.820539 -0.347193
O5 -2.542437 -2.543661 -3.530293
N4 -0.959137 0.635139 1.127507
H19 -0.098637 3.656839 2.287107
H20 -2.445337 1.512139 -4.051993
N5 1.296563 -1.413461 0.310507

Atomic forces in eV per Å
-0.58 0.37 0.02
-1.87 -1.14 -2.58
-0.05 0.05 0.09
0.13 0.29 -0.13
0.05 0.61 -0.13
-0.02 -0.07 -0.05
-1.40 -0.47 -0.61
-0.08 -0.22 -0.34
-0.09 -0.06 -0.01
0.22 -0.13 -0.06
0.02 -0.07 -0.07
-0.07 0.15 0.10
0.19 0.66 -0.70
-0.67 0.95 0.65
0.67 0.35 0.22
-0.06 -0.06 0.03
0.05 0.04 -0.06
0.33 -0.86 0.36
-0.32 1.14 1.83
-0.08 0.10 0.02
0.04 0.01 0.06
-0.10 0.01 0.06
-0.49 1.03 0.08
-0.01 0.16 0.12
0.51 -0.16 -0.21
0.00 -0.04 -0.03
-0.18 0.21 -0.30
-0.05 -0.30 0.43
0.12 -0.13 0.29
0.11 0.13 -0.02
-0.33 0.30 -0.04
0.07 0.05 0.02
0.11 0.04 -0.09
-0.13 0.36 0.09
-0.04 -0.07 0.08
0.31 0.10 -0.05
1.11 -1.23 0.66
-0.03 -0.02 0.01
0.13 0.25 -0.23
-0.85 -0.20 -1.06
0.74 -0.10 -0.35
-0.16 -0.15 -0.17
0.19 -0.21 -0.03
-0.20 0.11 0.41
0.22 0.38 0.19
0.00 0.02 0.16
0.01 0.10 -0.12
1.32 0.35 -0.78
0.18 -0.36 -0.07
0.23 -0.27 0.29
0.02 0.02 0.03
0.11 -0.32 -0.28
0.12 -0.06 -0.02
0.42 -0.28 -0.20
0.10 -0.65 -0.06
0.02 0.06 -0.11
-0.04 -0.21 0.50
0.00 -0.06 0.12
0.06 0.00 -0.05
-0.21 0.32 -0.01
0.03 0.06 0.04
-0.01 -0.05 0.06
0.47 -0.81 -0.01
-0.42 -0.11 0.29
-0.12 0.26 0.31
0.07 -0.06 0.00
0.00 0.02 -0.07
-0.58 0.34 0.80
0.07 0.02 -0.11
-0.02 -0.30 0.13
0.68 -0.16 0.64

The gap between HOMO and LUMO is 5.456 eV. Its energy above the lowest of the compared OMol25 structures with the same formula, charge and spin is 47.8 kcal per mole. As for the net charge: -2. As for the HOMO energy: -1.72 eV.

4.
# C4H4O

An isolated molecule of C4H4O at a distorted geometry (ωB97M-V/def2-TZVPD, OMol25).

Positions of all 9 atoms, in Å:
C1 -2.332251 0.260191 -0.095855
C2 -1.116012 0.392617 0.144510
O1 0.699844 1.739465 -0.036220
C3 1.297104 -0.487735 -0.036563
H1 2.310973 -0.299303 -0.584614
H2 0.781206 -1.500457 -0.567730
H3 -3.335676 -0.038845 -0.061455
C4 0.279175 0.618291 -0.028839
H4 1.415641 -0.684221 1.266770

Atomic forces in eV per Å
4.82 0.22 1.49
-5.15 -1.05 -1.54
0.06 1.69 -0.27
-0.52 -3.89 1.16
-2.08 0.11 1.40
1.54 2.55 1.80
-0.82 0.04 -0.21
2.17 0.12 0.31
-0.01 0.21 -4.13

The gap between HOMO and LUMO is 10.196 eV. Its SMILES is C#CC(C)=O. Its energy above the lowest of the compared OMol25 structures with the same formula, charge and spin is 65.3 kcal per mole. As for the net charge: 0. As for the HOMO energy: -10.10 eV.

5.
# C10H20N6O4

An isolated molecule of C10H20N6O4 at a distorted geometry (ωB97M-V/def2-TZVPD, OMol25).

Positions of all 40 atoms, in Å:
H1 -3.432251 1.818129 -0.906589
H2 3.045063 -0.237751 0.025169
N1 -0.153954 1.141487 1.125605
C1 4.348030 -1.388883 3.234077
H3 2.947762 -2.963360 0.707040
N2 -5.188612 2.627618 -2.880172
H4 2.459840 -0.128538 1.741109
O1 -3.185255 -1.150304 -1.071817
N3 -1.687737 0.876171 -0.904797
C2 -2.833513 1.796906 -2.983704
H5 -0.164433 0.529473 2.040417
H6 5.677900 -0.469500 4.286345
N4 4.207250 -2.354371 2.117064
H7 -2.043309 1.084860 -3.666853
H8 0.424130 -1.272116 1.415005
O2 -0.721284 -0.829019 -2.064993
H9 2.545770 -1.307339 3.578703
H10 0.876159 -1.534297 -0.484603
H11 1.054426 1.033785 -0.439206
C3 -2.886393 1.151967 -1.588418
C4 2.944663 -2.097512 1.414635
H12 -1.483733 1.103773 0.260385
H13 -6.001221 3.033978 -3.302826
H14 -2.246815 -1.067865 -1.713915
H15 2.115814 -2.497939 2.194683
H16 -5.425430 1.836407 -2.184377
C5 -0.703850 -0.027688 -1.160373
N5 5.692440 -1.424260 3.516552
H17 0.527975 1.996386 1.179608
C6 -4.093744 2.173463 -3.751936
O3 -4.984049 0.243326 -1.289116
H18 4.950762 -2.357320 1.309381
C7 -3.703893 0.054802 -1.238315
C8 2.473351 -0.769959 0.937787
C9 1.072700 -0.933198 0.532436
H19 6.144616 -2.551976 3.709430
N6 3.379976 -0.871861 3.905857
O4 -4.134100 2.487756 -4.946353
H20 -2.261578 2.916246 -2.736040
C10 0.446524 0.328526 0.083113

Atomic forces in eV per Å
0.46 0.98 -0.43
-0.79 -1.44 2.08
1.56 0.14 2.20
0.22 -3.95 -1.63
-0.52 1.16 -0.25
2.05 -3.28 0.89
0.44 1.84 1.79
2.20 0.94 -2.15
4.32 0.59 3.26
4.20 0.12 -0.90
0.15 2.11 -2.05
1.29 -4.38 -1.96
-0.27 2.37 -1.58
-2.35 2.30 1.63
0.79 -0.28 -1.38
0.68 -1.33 -0.81
-1.03 0.29 -0.48
0.94 0.06 2.70
1.05 -0.12 -0.73
-0.29 2.25 1.28
-1.17 -4.48 1.84
-0.76 0.48 -3.29
-0.02 -0.09 -0.73
-2.37 -1.12 2.05
1.42 0.94 -1.70
0.39 1.67 -1.05
-0.97 4.09 3.35
1.46 2.01 3.69
-2.21 -1.98 0.78
-2.77 3.30 -0.50
4.15 -1.09 1.06
-1.17 0.52 2.83
-7.97 -3.14 -2.48
1.74 -0.12 -3.33
-2.54 -1.12 -2.39
-2.01 5.03 -0.21
2.31 -0.20 -0.19
0.86 -1.36 2.10
-1.55 -3.28 -1.08
-1.93 -0.41 -2.25

The gap between HOMO and LUMO is 9.704 eV. Its SMILES is [H]/N=C(/N)NCCC[C@H](N)C(=O)N[C@@H](CC(N)=O)C(=O)O. Its energy above the lowest of the compared OMol25 structures with the same formula, charge and spin is 205.5 kcal per mole. As for the net charge: 0. As for the HOMO energy: -9.56 eV.

6.
# C34H40ClNO5PRuSi2

A structure of composition C34H40ClNO5PRuSi2 at a distorted geometry (ωB97M-V/def2-TZVPD, OMol25).

Positions of all 85 atoms, in Å:
H1 0.730460 0.471641 -4.466861
C1 2.697858 -0.942521 1.428483
C2 -1.503725 -4.319536 -2.772275
C3 -1.376636 -4.629563 -4.117497
C4 -0.516196 1.557193 3.948234
C5 -2.132187 -0.408083 3.521069
H2 0.131011 -2.177178 1.387401
O1 -0.565382 3.566331 -0.925932
C6 3.966957 1.570795 0.328325
C7 0.958553 0.319865 2.807685
C8 4.524610 -1.797296 -2.995817
H3 4.398995 -3.651094 -4.065579
H4 -0.821327 1.356744 4.972517
H5 1.864139 -0.647900 -3.720122
H6 -1.594673 -5.629917 -4.467931
C9 -1.680174 0.834900 -3.083997
H7 1.098424 2.136618 -1.387710
O2 -1.181123 1.364103 -0.372228
C10 2.605954 3.592108 -1.003171
H8 -1.854603 1.295893 2.256894
H9 -2.470546 -1.025094 2.680110
H10 -1.402381 1.877407 -2.932473
H11 -3.225090 -1.570182 0.833990
C11 -0.675954 -2.369948 -4.594140
N1 -0.127162 0.076383 2.155533
Si1 -0.337415 -0.346119 -2.500778
H12 -0.345954 -1.633557 -5.317653
O3 0.869375 1.133000 3.840112
C12 -0.442973 -2.915315 0.794009
C13 3.948409 -3.020084 -3.311119
C14 2.940774 -0.648283 3.823831
C15 3.809861 -1.772276 1.442169
H13 2.590863 -0.215526 4.750299
C16 2.243164 -0.400092 2.647705
C17 2.212816 -2.620645 -1.705896
C18 -1.215129 -3.027822 -2.340795
C19 -0.786408 -2.037712 -3.244756
H14 -0.465209 -1.717737 4.051010
P1 1.984177 -0.354934 -0.144511
C20 2.057585 2.322059 -0.923061
H15 -1.217109 -3.285313 1.470055
O4 0.081140 2.698847 1.163644
C21 2.792767 -3.434187 -2.664537
C22 4.519490 2.836907 0.238655
H16 2.055488 4.375948 -1.505097
C23 -1.384015 -1.320481 4.490807
H17 -2.654489 0.681100 -2.617967
C24 2.727830 1.300741 -0.261913
H18 -3.076751 0.854241 5.018876
C25 -3.358493 0.226763 4.170640
H19 5.349035 -2.690413 2.613501
H20 -0.880749 -3.906236 -6.071911
C26 -0.972503 -3.655717 -5.022663
H21 -3.175567 -0.484312 -0.565622
H22 2.336175 -4.383443 -2.913984
O5 -2.202309 3.169243 0.731377
H23 -1.825458 -5.081342 -2.071233
C27 4.063170 -1.466431 3.813344
C28 4.483812 -2.041525 2.628309
H24 -2.009585 -2.170483 4.763549
H25 -3.802142 -2.104957 -0.734277
H26 -1.126823 -0.802809 5.416986
H27 4.497705 0.794090 0.861878
H28 -0.563650 2.622345 3.739507
H29 1.306591 -2.940713 -1.215141
C29 -3.029178 -1.512883 -0.239558
C30 2.777729 -1.388345 -1.394229
Ru1 -0.243604 -0.321454 0.074053
C31 3.838228 3.848766 -0.424858
H30 -3.905662 0.848230 3.459785
Si2 -1.327697 -2.187079 -0.714013
H31 -4.035866 -0.540190 4.544631
C32 1.176514 0.170352 -3.513688
H32 5.480010 3.037309 0.694052
H33 4.593195 -1.660647 4.735480
C33 3.940613 -0.976566 -2.041471
H34 5.423124 -1.473138 -3.503288
C34 -1.243047 0.686159 2.915704
H35 0.241466 -3.722171 0.543833
H36 4.175236 -2.200780 0.518220
Cl1 -0.953304 2.781838 0.185234
H37 -1.793581 0.661933 -4.157831
H38 4.267170 4.840353 -0.481483
H39 1.743056 1.024422 -3.147304
H40 4.376097 -0.011801 -1.820828

Atomic forces in eV per Å
0.04 0.04 -0.02
-0.20 0.11 0.22
-0.07 -0.07 0.03
-0.03 -0.07 0.08
-0.09 -0.06 0.02
0.04 -0.07 0.01
0.08 -0.08 0.11
-0.22 0.23 -0.11
-0.07 -0.07 0.03
0.04 -0.31 -0.11
-0.02 0.04 0.03
0.01 0.00 0.00
-0.04 0.07 -0.01
-0.05 -0.01 0.03
0.00 -0.01 0.02
0.00 -0.05 0.09
0.18 -0.01 0.04
0.03 0.41 -0.06
0.01 -0.02 -0.02
-0.03 0.05 -0.05
0.02 0.06 0.02
0.02 0.03 -0.01
0.03 0.03 -0.09
0.00 -0.05 -0.03
0.13 0.62 0.34
-0.11 0.11 -0.36
0.00 0.01 -0.01
0.05 -0.08 0.13
0.15 0.35 -0.14
0.03 -0.01 -0.02
0.09 -0.05 -0.02
0.02 -0.03 -0.01
0.00 -0.01 -0.01
-0.03 0.06 -0.12
0.09 0.00 0.01
0.16 0.28 -0.10
0.06 -0.17 0.18
-0.03 0.00 0.02
0.30 0.32 -0.03
0.03 -0.16 -0.23
0.01 0.15 0.07
-0.11 0.05 0.08
-0.04 -0.04 -0.01
0.02 -0.03 0.00
0.01 0.00 0.00
0.00 0.00 -0.05
0.03 -0.03 0.02
0.00 -0.01 0.04
0.00 0.00 0.01
0.02 -0.03 -0.05
0.00 -0.01 0.01
0.00 -0.01 0.00
0.05 0.10 -0.06
0.05 0.11 -0.02
0.00 0.01 0.00
0.04 -0.03 0.03
-0.01 -0.01 -0.02
-0.04 0.01 -0.02
0.01 -0.02 0.02
-0.01 0.01 0.02
0.03 -0.07 -0.08
0.02 0.01 0.01
0.05 0.00 0.03
0.05 -0.02 -0.05
-0.03 -0.05 0.01
-0.02 -0.28 0.17
0.03 -0.02 0.03
-0.06 -1.69 0.09
-0.02 0.03 -0.01
-0.01 0.00 0.01
-0.50 0.01 -0.31
-0.01 0.00 0.01
-0.09 0.01 0.02
0.00 -0.01 0.01
0.01 0.00 0.00
-0.01 -0.05 0.01
0.00 0.00 0.00
-0.04 0.03 0.07
0.05 0.03 -0.10
-0.01 0.03 -0.01
-0.09 0.35 0.12
-0.02 0.01 -0.01
0.00 0.00 0.00
0.00 -0.03 0.01
0.02 0.03 0.01

The gap between HOMO and LUMO is 7.867 eV. Its energy above the lowest of the compared OMol25 structures with the same formula, charge and spin is 9.8 kcal per mole. As for the net charge: +1. As for the HOMO energy: -11.67 eV.